{
  "formula": "H2IO2PS",
  "method": "ωB97M-V with the def2-TZVPD basis set",
  "elements": ["O", "P", "S", "I", "O", "H", "H"],
  "positions_angstrom": [[1.71252, -0.72403, -1.14705], [1.43492, 0.46153, -0.31101], [0.31898, 2.05944, -0.41990], [2.48231, 0.01493, 1.95843], [-1.98721, -0.48361, -0.35626], [-2.23967, 0.04247, 0.34112], [-1.72185, -1.37074, -0.06532]],
  "smiles": "O=P(=S)I.O",
  "total_energy_ev": -32352.6969,
  "e_above_lowest_ev": 1.677,
  "homo_lumo_gap_ev": 8.31
}